(1)
11
Properties=species:S:1:pos:R:3:forces:R:3 method="wB97M-V/def2-TZVPD" fmax_ha_per_bohr=0.16307 e_above_lowest_kcal_mol=154.6 homo_lumo_gap_ev=9.57 total_charge=0
C -0.7909 0.4490 0.3879 -3.960 -1.723 -6.992
C 0.5546 -0.4170 -1.6091 -1.763 1.218 -2.048
H 0.2070 -0.5541 1.6530 3.860 -0.652 -2.753
H 1.9276 0.3318 0.6074 -1.978 -4.218 1.844
H -1.6574 0.2079 -0.3979 1.246 1.765 1.382
H -2.0041 1.0289 1.5618 -0.440 -0.044 0.659
H 1.6440 -0.6686 -1.5185 -0.568 -0.630 -1.345
N 1.0449 -0.7418 0.6073 4.874 3.224 6.014
N 0.3179 -0.1165 -0.2774 -5.387 1.608 -0.454
N -1.0445 0.7288 1.5814 1.590 -0.004 0.456
O -0.1992 -0.2484 -2.5960 2.525 -0.544 3.236

=====

(2)
12
Properties=species:S:1:pos:R:3:forces:R:3 method="wB97M-V/def2-TZVPD" fmax_ha_per_bohr=0.05747 e_above_lowest_kcal_mol=236.4 homo_lumo_gap_ev="6.91 / 6.91" total_charge=0
C 0.0891 -1.0334 0.0627 -0.590 -0.834 -1.470
C 0.7132 0.0280 -0.4310 -0.243 1.171 -0.165
N -1.2524 -1.2740 -0.0895 -2.158 1.857 0.093
N -1.9222 1.0209 0.3501 -2.136 0.471 0.475
N 1.8492 0.6851 -0.2996 -2.039 -1.647 0.489
O -0.9344 1.6602 -0.1542 1.355 -0.192 -0.366
O -2.0508 -0.3141 -0.6140 -0.166 -0.687 0.341
H 0.4007 -2.0612 0.0088 1.986 -0.157 0.769
H -1.6541 -1.6780 0.7564 -0.187 -0.339 -0.206
H -2.9234 1.5177 0.0798 2.645 -1.318 0.001
H 1.9511 1.4633 -0.9051 0.674 0.690 -0.305
H 2.1341 0.6639 0.6570 0.860 0.984 0.346

=====

(3)
12
Properties=species:S:1:pos:R:3:forces:R:3 method="wB97M-V/def2-TZVPD" fmax_ha_per_bohr=0.13279 e_above_lowest_kcal_mol=236.1 homo_lumo_gap_ev=7.64 total_charge=0
C -1.0749 -1.0644 -0.0188 -1.711 2.432 -0.857
C 1.7784 0.6463 -0.1758 -0.553 -0.828 2.846
H -2.9946 1.3278 0.2348 5.399 0.092 -1.472
H -1.5837 -1.9623 -0.2081 0.888 -2.453 0.253
H 1.0022 -1.5565 0.3097 -3.862 2.487 1.281
H -0.3260 1.2624 0.5988 2.605 -2.215 0.381
H 2.1217 1.7832 -0.1134 -0.161 -2.285 -0.860
N -1.9999 -0.2694 -0.4458 1.704 0.884 0.349
N 0.0550 -0.8347 0.6528 6.282 -2.674 -0.142
N 0.7900 0.4751 0.8521 -4.870 1.840 -2.739
O -1.5393 1.1356 -0.2284 -6.113 0.723 1.767
O 2.2448 -0.3785 -0.6551 0.392 1.997 -0.807

=====

(4)
12
Properties=species:S:1:pos:R:3:forces:R:3 method="wB97M-V/def2-TZVPD" fmax_ha_per_bohr=0.07608 e_above_lowest_kcal_mol=78.9 smiles="N#[N+][O-].CC(N)=O" homo_lumo_gap_ev=10.65 total_charge=0
C 0.6623 -0.0488 -0.5940 -2.229 0.123 -0.518
C 1.5317 -0.8733 0.2646 -0.108 -2.916 1.569
N -2.7998 0.2068 0.0327 -0.014 -1.028 1.056
N 0.4363 1.2107 -0.1516 1.244 -1.023 -0.363
N -2.3905 1.2082 -0.1030 0.856 3.622 -1.207
O -0.0258 -0.4408 -1.5286 0.800 -0.642 -0.214
O -3.1564 -0.8408 0.3573 -1.144 -2.614 0.125
H 2.4782 -0.4061 0.5009 0.383 -0.127 -0.250
H 1.5994 -1.9738 -0.0354 0.362 1.803 -0.343
H 1.0443 -1.0556 1.2677 0.147 0.754 -0.826
H 0.8823 1.3638 0.7413 -0.723 1.368 -0.227
H -0.2621 1.6497 -0.7518 0.426 0.679 1.198

=====

(5)
12
Properties=species:S:1:pos:R:3:forces:R:3 method="wB97M-V/def2-TZVPD" fmax_ha_per_bohr=0.13176 e_above_lowest_kcal_mol=159.0 homo_lumo_gap_ev=10.09 total_charge=0
C -0.3025 0.0674 -0.7296 -1.766 -4.039 -1.466
C -0.8238 -0.8598 0.4357 1.984 0.768 0.647
H 1.2353 0.7953 -2.0786 0.516 2.032 1.825
H 0.2735 2.0365 -2.0734 2.247 -0.760 3.020
H 0.8407 1.1985 0.6202 0.419 0.206 2.424
H -1.7032 -1.4669 0.2549 0.220 -0.396 0.126
H -0.2968 -1.3118 3.3708 -0.105 -3.802 -4.412
N 1.1250 1.6502 -1.3652 -1.308 -0.591 -3.794
N 0.5354 0.9515 -0.2536 -0.470 1.492 -5.972
N -0.0663 -0.8825 1.5215 -1.620 -0.114 -3.821
O -0.4837 -0.1956 -2.0221 0.309 1.216 5.963
O -0.3335 -1.9828 2.3194 -0.427 3.988 5.461

=====

(6)
12
Properties=species:S:1:pos:R:3:forces:R:3 method="wB97M-V/def2-TZVPD" fmax_ha_per_bohr=0.02524 e_above_lowest_kcal_mol=138.5 smiles="N=C=C(O)N(N)O" homo_lumo_gap_ev=8.84 total_charge=0
C -0.6662 0.5093 0.2870 0.181 0.130 -0.460
C -1.3024 -0.3818 -0.4470 -0.852 0.297 0.752
N 1.2531 0.0235 -0.8807 1.108 0.593 0.324
O 1.1051 -0.6623 1.3534 -0.188 0.116 -0.465
O -1.2008 1.7082 0.6936 -0.175 -0.326 0.152
N 0.7546 0.3936 0.3950 0.158 -0.775 -0.583
N -1.9649 -1.3584 -0.7685 0.098 -0.447 0.106
H 1.2110 -0.2156 2.2018 0.022 0.206 -0.120
H -0.4730 2.2880 0.9482 0.103 -0.117 -0.175
H 2.2504 0.2196 -0.8906 -0.140 -0.031 0.115
H 1.1438 -0.9579 -1.1407 -0.375 0.028 0.560
H -2.1107 -1.5664 -1.7515 0.060 0.325 -0.207

=====

(7)
13
Properties=species:S:1:pos:R:3:forces:R:3 method="wB97M-V/def2-TZVPD" fmax_ha_per_bohr=0.17750 e_above_lowest_kcal_mol=86.9 smiles="NNC(=O)C(=S)NO" homo_lumo_gap_ev=9.17 total_charge=0
C 0.5392 0.7375 -0.5000 -0.679 0.034 2.058
C -0.7482 0.0079 -0.2659 -0.748 1.930 0.530
H 2.2665 -0.9040 1.3932 1.781 -0.434 2.666
H 2.0486 -1.6624 -0.1450 0.440 -1.194 1.104
H 2.4264 0.6791 -0.4734 1.112 -0.332 0.231
H -1.9585 1.5981 0.6823 1.681 -0.886 -0.853
H -2.8089 -0.8217 0.2172 -0.945 0.505 -0.205
N 1.8154 -0.9830 0.5624 -1.203 -4.650 -1.133
N 1.6997 0.1185 -0.0522 -2.186 7.934 -3.949
N -1.7967 0.6728 0.2327 -0.031 2.260 1.043
O 0.4594 1.8402 -0.9962 0.983 -0.099 -0.344
O -3.0579 0.1484 0.2670 0.453 -2.306 -0.235
S -0.8850 -1.4313 -0.9222 -0.656 -2.762 -0.912

=====

(8)
13
Properties=species:S:1:pos:R:3:forces:R:3 method="wB97M-V/def2-TZVPD" fmax_ha_per_bohr=0.16992 e_above_lowest_kcal_mol=129.1 homo_lumo_gap_ev=10.15 total_charge=0
C -0.3962 1.3413 -0.6988 1.466 1.650 0.576
C 0.8869 -1.3934 1.2359 -0.651 -0.960 2.935
H -1.8055 -1.1082 -0.7013 -0.379 -0.565 0.315
H -1.2388 0.4931 -2.3276 1.036 -0.480 1.995
H -0.0170 1.5291 1.4365 1.099 -2.923 -2.578
H 2.1576 0.3874 0.2587 -3.982 -3.279 0.692
H -0.1799 -1.3448 1.6645 0.902 -0.891 -0.387
N -0.8757 0.2894 -1.3338 -1.874 3.252 -6.251
N 0.0381 0.7490 0.5927 -2.628 4.856 1.878
N 0.9048 -0.2686 0.4645 7.924 3.591 -0.815
O -0.9000 -0.9721 -0.9856 -0.681 -2.399 0.708
O -0.3123 2.5147 -1.2126 -0.427 -4.345 2.804
O 1.7379 -2.2167 1.6069 -1.805 2.493 -1.871

=====

(9)
12
Properties=species:S:1:pos:R:3:forces:R:3 method="wB97M-V/def2-TZVPD" fmax_ha_per_bohr=0.11000 e_above_lowest_kcal_mol=180.5 homo_lumo_gap_ev=8.89 total_charge=0
C -0.2171 -0.5103 -0.3163 2.405 0.073 0.801
C 1.9236 0.4733 -0.9691 0.542 0.228 -3.970
H -1.6518 1.0577 2.1304 -1.673 -2.958 -4.018
H -3.3166 0.2076 1.0920 5.642 0.402 0.081
H -1.2161 -1.6996 1.1834 0.169 4.313 -1.553
H 2.4652 1.2334 -1.6169 -0.504 -1.352 -0.103
H 2.6020 0.4259 -0.1416 -0.173 -1.247 0.916
N -2.0077 0.4290 1.0814 -2.352 1.889 3.003
N -1.1255 -0.5929 0.7480 -0.360 -4.681 0.755
N 0.6824 -1.4469 -0.7036 -3.054 2.475 -0.004
O 1.4942 -0.7743 -1.7369 1.643 1.271 2.975
S 0.3675 1.1971 -0.7509 -2.284 -0.413 1.116

=====

(10)
12
Properties=species:S:1:pos:R:3:forces:R:3 method="wB97M-V/def2-TZVPD" fmax_ha_per_bohr=0.09744 e_above_lowest_kcal_mol=65.9 homo_lumo_gap_ev=9.74 total_charge=0
C -1.4033 0.0270 0.0847 -0.345 -1.691 3.019
C 2.0630 0.3063 0.2810 -1.664 4.685 0.623
H -2.5207 0.5100 -1.5105 -1.024 0.707 4.046
H -3.4883 0.1613 0.1711 3.508 2.002 -2.476
H -2.1254 -0.2155 1.7996 0.474 -0.603 -0.213
H -0.0793 0.5193 -1.5073 -1.110 -0.698 0.956
H 2.9054 -0.1773 0.8165 0.339 0.755 -0.296
N -2.5613 0.6880 -0.3544 -1.803 -2.346 -2.767
N -1.3017 -0.5287 1.2567 -0.516 1.610 -0.899
N -0.3671 -0.2128 -0.8125 1.394 1.520 -1.859
O 1.7240 1.5273 0.2202 1.884 -3.602 0.358
S 1.0730 -0.9151 -0.2721 -1.136 -2.339 -0.492

=====

(11)
13
Properties=species:S:1:pos:R:3:forces:R:3 method="wB97M-V/def2-TZVPD" fmax_ha_per_bohr=0.03573 e_above_lowest_kcal_mol=61.5 smiles="[H]/N=C/N(O)C(=S)NS" homo_lumo_gap_ev=8.83 total_charge=0
C 0.1832 -0.3800 0.9136 0.455 0.395 0.056
C -1.4666 0.8725 -0.4271 0.214 0.219 0.286
H 1.4886 -1.9637 -1.3198 -0.219 -0.215 0.094
H 1.7928 -1.4525 1.5693 -0.429 0.091 0.096
H 1.4885 1.0301 -1.0225 -0.952 0.718 0.903
H -1.5466 1.9169 -0.6732 0.309 0.493 -0.349
H -3.2659 0.6624 -0.5818 -1.115 0.506 -0.174
N 1.4643 -0.8977 0.7912 -0.218 -0.375 0.176
N -0.1277 0.4873 -0.1732 -0.676 -1.150 0.889
N -2.4779 0.1188 -0.3286 1.725 -0.628 0.062
O 0.8548 1.4690 -0.3733 0.388 -0.652 -1.133
S 2.3495 -1.2080 -0.6256 0.048 0.588 -0.141
S -0.7370 -0.6552 2.2510 0.469 0.010 -0.765

=====

(12)
11
Properties=species:S:1:pos:R:3:forces:R:3 method="wB97M-V/def2-TZVPD" fmax_ha_per_bohr=0.13002 e_above_lowest_kcal_mol=124.1 homo_lumo_gap_ev=9.39 total_charge=0
C 0.3298 1.3238 0.0019 0.584 0.314 2.122
C -1.1690 -1.1283 0.3570 5.255 -1.205 3.954
H 2.9763 -1.1549 0.2678 -2.882 1.124 -2.099
H -0.0194 2.2915 0.5096 0.894 -1.222 -0.963
H -1.6222 1.3161 -1.0562 4.093 -0.335 0.499
H -0.1658 -1.0605 0.9720 -1.762 1.140 -1.072
H -1.3733 -2.1055 0.6109 -2.546 -1.974 -0.220
N 1.5341 0.8696 0.3062 -3.444 -0.812 -2.153
N -0.6771 0.7221 -0.8223 -4.056 2.415 -1.103
N -1.5201 -0.3887 -0.5468 0.111 0.532 -1.614
S 1.7067 -0.6851 -0.6001 3.753 0.023 2.649

=====

(13)
11
Properties=species:S:1:pos:R:3:forces:R:3 method="wB97M-V/def2-TZVPD" fmax_ha_per_bohr=0.16055 e_above_lowest_kcal_mol=118.2 smiles="[H]/N=C/N(S)/C=N/[H]" homo_lumo_gap_ev=9.28 total_charge=0
C -1.2616 -0.6215 -0.1093 -2.608 1.869 1.245
C 1.2049 -0.2931 -0.1548 4.020 -0.754 -1.493
H 0.5837 2.4876 0.7628 -2.581 -1.747 -2.388
H -1.0328 -1.7723 -0.1931 -0.936 2.229 0.238
H -3.0256 -0.8286 0.3389 -0.470 0.928 0.103
H 1.3453 -1.4764 -0.7592 -0.321 3.383 2.342
H 3.1466 -0.0847 0.1888 -2.099 1.133 0.081
N -0.0849 0.1375 -0.3677 -2.417 1.997 1.363
N -2.4902 0.0630 0.2478 5.735 -5.587 -2.015
N 2.2318 0.4955 0.2523 -2.262 -4.039 -1.465
S -0.6174 1.8931 -0.2064 3.938 0.588 1.989

=====

(14)
11
Properties=species:S:1:pos:R:3:forces:R:3 method="wB97M-V/def2-TZVPD" fmax_ha_per_bohr=0.09295 e_above_lowest_kcal_mol=71.2 homo_lumo_gap_ev=8.92 total_charge=0
C -1.5922 0.1502 -0.3118 2.066 3.173 2.917
C 1.5462 0.0610 -0.2292 1.798 2.089 -0.978
H -0.5018 1.3208 0.7215 -2.540 0.385 -0.622
H -2.4463 -0.0547 -0.9698 0.601 -0.670 0.375
H -0.5107 -1.6240 -0.5323 0.358 -0.272 -0.135
H 0.7939 -0.8343 1.6208 -0.328 1.522 -2.963
H 0.9405 0.4222 -1.1507 1.582 -0.700 1.103
N -1.4981 1.3293 0.2600 1.426 -2.069 -0.971
N -0.5412 -0.7737 -0.0052 -2.957 -0.862 -0.984
N 0.5952 -0.3661 0.6302 0.976 -1.750 2.350
S 3.2145 0.3694 -0.0336 -2.982 -0.846 -0.092

=====

(15)
12
Properties=species:S:1:pos:R:3:forces:R:3 method="wB97M-V/def2-TZVPD" fmax_ha_per_bohr=0.03532 e_above_lowest_kcal_mol=65.2 smiles="C=NNC(=S)NS" homo_lumo_gap_ev=8.65 total_charge=0
C 0.8663 0.1449 -0.7928 0.524 0.210 0.580
C -1.2015 -1.3386 0.7600 -0.258 -0.776 0.780
H -0.1556 2.4733 0.4932 -0.017 0.603 -0.593
H 2.0990 0.8632 0.6304 -0.032 -0.058 -0.093
H -0.6454 -0.1026 -2.0950 -0.007 -0.329 0.028
H -0.2390 -1.2864 1.3201 -0.897 0.035 -0.348
H -2.1070 -1.8590 1.1896 1.325 0.529 -0.343
N 1.1544 0.5095 0.5508 -1.618 0.436 -0.631
N -0.4291 -0.2102 -1.1181 0.558 0.018 0.706
N -1.3893 -0.9149 -0.4148 -0.045 0.690 -0.548
S -0.0278 1.5437 1.4139 1.104 -1.441 -0.060
S 2.0749 0.1770 -1.9373 -0.638 0.081 0.523

=====

(16)
13
Properties=species:S:1:pos:R:3:forces:R:3 method="wB97M-V/def2-TZVPD" fmax_ha_per_bohr=0.02292 e_above_lowest_kcal_mol=28.6 smiles="NNC(=S)SNC=S" homo_lumo_gap_ev=8.92 total_charge=0
C -1.1391 -0.1466 0.0646 -0.121 -0.054 0.030
C 2.4008 0.0198 0.5233 0.987 0.367 0.529
H -2.0033 2.3074 -0.4448 0.233 -0.247 0.576
H -2.5788 1.8402 1.0246 0.449 0.338 -0.377
H 0.0713 1.2826 0.9065 0.025 -0.213 -0.067
H 1.4661 -1.0221 1.9953 -0.019 0.065 -0.130
H 3.2042 0.1587 1.3052 -0.747 -0.064 -0.869
N -1.7193 2.1388 0.5350 -1.005 -0.065 -0.065
N -0.8533 1.0467 0.5828 0.319 0.103 -0.135
N 1.3716 -0.6912 1.0435 -0.418 -0.403 0.038
S -2.5719 -0.5740 -0.6370 0.309 0.011 0.077
S 0.0978 -1.4056 0.1415 0.034 0.304 0.086
S 2.5164 0.6505 -0.9698 -0.048 -0.143 0.308

=====

(17)
11
Properties=species:S:1:pos:R:3:forces:R:3 method="wB97M-V/def2-TZVPD" fmax_ha_per_bohr=0.07836 e_above_lowest_kcal_mol=60.7 smiles="[H]/N=C(/C#N)N[NH3+]" homo_lumo_gap_ev=11.14 total_charge=+1
C 2.2239 -0.2825 -0.0287 0.058 0.039 -0.010
C 1.0100 0.4422 -0.0859 -3.367 -2.193 -0.298
N 3.1861 -0.8895 0.0627 0.546 -0.436 0.017
N 0.8589 1.6459 -0.0153 0.485 0.836 0.055
N -0.2203 -0.6913 -0.3280 2.674 1.939 -0.274
N -1.5252 -0.2925 0.0552 -0.205 0.086 0.363
H 0.0088 2.1835 -0.0581 -0.264 -0.071 -0.026
H 0.0638 -1.5968 0.0265 -0.346 -0.086 0.309
H -1.6254 0.7135 -0.1833 -0.067 -0.553 0.120
H -1.7595 -0.4148 1.0633 0.167 0.118 -0.479
H -2.2209 -0.8175 -0.5085 0.320 0.320 0.223

=====

(18)
12
Properties=species:S:1:pos:R:3:forces:R:3 method="wB97M-V/def2-TZVPD" fmax_ha_per_bohr=0.12036 e_above_lowest_kcal_mol=112.4 smiles="[H]/N=c1/nnn(C)[nH]1" homo_lumo_gap_ev=8.68 total_charge=0
C -0.9915 -1.6174 -0.3748 -1.875 1.015 -2.485
C 0.9201 1.2422 0.4769 -1.376 -3.587 -0.263
H -1.3742 -1.8715 0.6245 -0.333 0.427 -0.393
H -1.7780 -0.8954 -1.1238 1.750 -2.997 2.401
H -0.6745 -2.5568 -0.8818 -0.354 0.842 0.149
H 0.5068 3.1826 0.3581 1.646 -2.397 1.495
H -0.5999 1.1450 -0.7199 -0.910 -0.085 -1.322
N 0.1088 -0.6914 -0.3334 0.593 -2.782 1.022
N 1.2124 -1.0305 0.4927 0.339 5.656 -2.490
N 1.7918 0.1393 0.6932 -0.185 -3.178 2.019
N 1.2040 2.4119 0.7682 -1.379 3.426 -1.599
N -0.3258 0.5422 0.0201 2.083 3.660 1.466

=====

(19)
13
Properties=species:S:1:pos:R:3:forces:R:3 method="wB97M-V/def2-TZVPD" fmax_ha_per_bohr=0.17578 e_above_lowest_kcal_mol=163.8 homo_lumo_gap_ev=7.88 total_charge=0
C 0.1119 0.6420 -1.3738 0.514 -4.026 -7.481
C -0.2198 1.0504 0.5371 0.578 0.049 9.020
H 1.3657 -0.7235 2.0390 -3.681 -1.154 -2.403
H 0.0400 -1.9615 1.2104 1.304 0.662 1.853
H -1.1443 -1.7323 -2.0638 4.526 -0.783 2.584
H 0.0440 0.2753 -2.5423 0.265 2.976 2.097
H -0.4300 0.6888 2.3053 0.070 1.182 0.349
N 0.2612 -0.9922 1.5673 2.432 -2.147 0.932
N -0.1411 -0.3490 0.4556 -0.739 0.095 -1.323
N 0.3343 -0.6052 -0.8694 -0.001 -1.782 2.365
N 0.0092 1.6248 -0.6031 -0.608 2.457 -3.472
N -0.2458 1.5682 1.7769 -0.515 -1.578 -3.365
O -0.0941 -1.9286 -1.5274 -4.145 4.050 -1.156

=====

(20)
13
Properties=species:S:1:pos:R:3:forces:R:3 method="wB97M-V/def2-TZVPD" fmax_ha_per_bohr=0.11637 e_above_lowest_kcal_mol=238.0 homo_lumo_gap_ev=8.54 total_charge=0
C -2.3788 0.1003 0.1737 0.887 -3.185 -1.015
C 0.1191 -0.0514 -0.3453 0.459 1.861 4.047
H -3.0845 -0.3791 -0.7343 1.425 0.248 3.370
H -2.6093 0.0785 1.3912 0.209 -0.166 -3.840
H -2.3390 1.0363 -0.2997 0.539 1.886 0.370
H 2.9654 0.2605 0.4349 0.099 1.131 0.395
H 0.8794 -2.2172 -0.5497 3.944 2.564 -0.590
N -0.9067 -0.6091 0.0591 -4.233 0.452 0.045
N 0.3600 1.3785 -0.6479 4.753 -0.763 1.825
N 1.5405 1.6684 -0.1139 -3.926 -2.408 -0.985
N 2.0113 0.5439 0.7098 0.850 1.767 -0.606
N 1.3298 -0.6187 0.4963 -1.262 1.281 -3.047
O 2.1129 -1.1910 -0.5742 -3.745 -4.667 0.029